Arrangement P

Computed, not measured: a cluster of 2 separate species, C3H11NOS2 in total, with ωB97M-V with the def2-TZVPD basis set.

HOMO-LUMO gap = 9.1 eV
lowest unoccupied orbital energy = 0.67 eV

CARTESIAN COORDINATES (ANGSTROEM)
C (-1.88027, 0.68741, -0.62053)
S (-0.21454, 0.58961, 0.24215)
S (1.50050, -0.07830, -0.75700)
C (1.45627, -1.84598, -0.65908)
C (0.12007, -2.43978, -1.12143)
N (-0.95711, -2.44044, -0.30859)
H (-2.64848, 0.02936, -0.08687)
H (-2.19307, 1.76121, -0.75542)
H (-1.63726, 0.30369, -1.57825)
H (1.73511, -2.31593, 0.30472)
H (2.19812, -2.28953, -1.36491)
H (0.27901, -3.49705, -1.49640)
H (-0.29375, -1.81774, -1.96959)
H (-1.49598, -3.35944, -0.32514)
H (-0.97950, -1.97385, 0.61015)
O (-0.77806, 4.34418, 3.05666)
H (-0.97682, 4.78527, 3.95624)
H (0.18516, 4.11280, 3.05599)

Here are the Mulliken charges for atoms 1 to 2, given in e: atom 1 (C): -0.6524, atom 2 (S): -0.1444

Arrangement Q

Computed, not measured: a cluster of 2 separate species, C3H11NOS2 in total, with ωB97M-V with the def2-TZVPD basis set.

HOMO-LUMO gap = 9.0 eV
lowest unoccupied orbital energy = 0.53 eV

CARTESIAN COORDINATES (ANGSTROEM)
N (-1.71437, -2.00217, -0.50528)
C (-2.22410, -0.70075, 0.06620)
C (-1.11395, -0.04246, 0.84968)
C (-0.25599, 0.67134, -0.18772)
S (0.46590, -0.29699, -1.49269)
S (2.18140, -0.75476, -0.46081)
H (-2.57077, -2.44054, -0.85469)
H (-1.10249, -2.06833, -1.36926)
H (-3.04726, -0.84666, 0.72261)
H (-2.56944, -0.02087, -0.68646)
H (-0.49545, -0.69456, 1.39442)
H (-1.50586, 0.74443, 1.62956)
H (0.46276, 1.31569, 0.33491)
H (-0.81796, 1.43928, -0.66349)
H (2.97686, -0.35568, -1.56866)
O (-0.07929, 3.37394, 3.23368)
H (0.12852, 4.29566, 3.09715)
H (0.38345, 2.91450, 2.51840)

Here are the Mulliken charges for atoms 1 to 2, given in e: atom 1 (N): -0.6229, atom 2 (C): -0.5688

Least stable: arrangement P

Arrangement P

Computed, not measured: a structure of composition C3H11NOS2, with ωB97M-V with the def2-TZVPD basis set.

HOMO-LUMO gap = 8.7 eV
lowest unoccupied orbital energy = 0.15 eV

CARTESIAN COORDINATES (ANGSTROEM)
N (-0.99236, 0.60452, 2.07338)
C (-0.75499, -0.04805, 0.79442)
C (0.71400, -0.19792, 0.48536)
S (1.21639, 0.02980, -1.62583)
S (-0.33362, 1.07517, -2.42970)
C (-1.17369, -0.18896, -3.43211)
H (-0.19772, 0.48891, 2.71030)
H (-1.13914, 1.58756, 1.95283)
H (-1.29087, -1.00435, 0.77438)
H (-1.21081, 0.52368, 0.00300)
H (1.01994, 0.66517, -0.08405)
H (1.10242, -1.15780, 0.73422)
H (-1.51643, -0.99790, -2.82886)
H (-1.98635, 0.31339, -3.96108)
H (-0.43448, -0.60083, -4.11985)
H (2.92484, -0.72656, 3.35363)
H (1.89592, -0.21388, 2.33707)
O (2.15694, -0.15196, 3.26288)

Here are the Mulliken charges for atoms 1 to 2, given in e: atom 1 (N): -0.5724, atom 2 (C): -0.1610

Arrangement Q

Computed, not measured: a cluster of 2 separate species, C3H11NOS2 in total, with ωB97M-V with the def2-TZVPD basis set.

HOMO-LUMO gap = 9.4 eV
lowest unoccupied orbital energy = 0.51 eV

CARTESIAN COORDINATES (ANGSTROEM)
C (1.90266, -2.11180, 0.48858)
C (0.94728, -0.92850, 0.30704)
N (0.17082, -1.06471, -0.92824)
C (-0.02615, -0.93807, 1.48213)
S (-1.13966, 0.48450, 1.52132)
S (0.11856, 2.09543, 1.56585)
H (1.41417, -2.97745, 0.94704)
H (2.31855, -2.42533, -0.46008)
H (2.73869, -1.81376, 1.11722)
H (1.48881, 0.01511, 0.27057)
H (-0.70937, -1.53552, -0.89289)
H (0.35023, -0.35795, -1.61181)
H (-0.64625, -1.81724, 1.30246)
H (0.48445, -0.99607, 2.42904)
H (0.53563, 2.16766, 2.84363)
O (-0.81003, -0.18034, -6.39469)
H (-1.24866, -0.22875, -5.54062)
H (-0.83323, 0.74737, -6.64999)

Here are the Mulliken charges for atoms 1 to 2, given in e: atom 1 (C): -1.3567, atom 2 (C): 0.3213

Least stable: arrangement P